105
Properties=species:S:1:pos:R:3 method="wB97M-V/def2-TZVPD" s2=2.031 spin_multiplicity=3 gap_ev="6.9 / 8.1" charge=-1 homo_ev="-5.95 / -7.26"
O -0.520 -0.300 10.249
V -0.066 -1.345 9.159
S 2.304 -2.160 9.888
O 1.623 -2.220 11.174
O 1.458 -2.858 8.984
O 1.924 -0.841 9.264
O 3.737 -2.413 9.814
C 1.001 -5.894 11.178
C 0.333 -6.845 11.934
C 0.408 -8.163 11.526
C 1.060 -8.480 10.303
C 1.627 -7.469 9.511
C 1.528 -6.209 9.964
N 1.177 -9.942 9.993
O 0.603 -10.752 10.645
O 1.880 -10.185 9.041
H 0.825 -4.839 11.322
H -0.107 -6.618 12.893
H -0.024 -8.928 12.155
H 1.894 -7.552 8.468
H 1.978 -5.436 9.360
C 1.935 -0.748 5.751
C 1.285 -0.828 4.434
C 1.540 0.232 3.538
C 2.319 1.243 3.898
C 2.878 1.347 5.157
C 2.576 0.418 6.167
N 2.696 2.297 2.946
O 3.684 2.896 3.125
O 2.027 2.533 1.958
H 1.761 -1.549 6.454
H 0.736 -1.690 4.086
H 1.287 0.036 2.506
H 3.607 2.131 5.298
H 3.025 0.512 7.145
C 3.975 -3.675 13.103
C 5.147 -3.322 13.826
C 5.701 -4.151 14.810
C 4.973 -5.247 15.296
C 3.759 -5.515 14.629
C 3.332 -4.802 13.565
N 5.328 -5.979 16.550
O 4.558 -6.787 17.089
O 6.389 -5.725 17.135
H 3.624 -3.167 12.217
H 5.798 -2.506 13.550
H 6.605 -3.766 15.259
H 3.101 -6.329 14.896
H 2.445 -5.129 13.042
C 5.204 1.722 8.443
C 4.623 0.690 9.128
C 4.243 0.903 10.444
C 4.255 2.140 11.067
C 4.824 3.143 10.280
C 5.268 2.976 9.010
N 3.697 2.391 12.425
O 3.171 1.499 13.117
O 3.814 3.536 12.902
H 5.644 1.562 7.470
H 4.733 -0.281 8.668
H 3.836 0.012 10.898
H 4.745 4.111 10.753
H 5.666 3.766 8.390
C 4.657 -4.298 7.777
C 4.688 -5.357 6.906
C 5.899 -5.812 6.337
C 7.048 -5.088 6.574
C 6.979 -3.924 7.339
C 5.861 -3.594 8.010
N 8.331 -5.282 5.854
O 8.266 -6.176 5.024
O 9.346 -4.713 6.232
H 3.730 -4.096 8.292
H 3.809 -5.899 6.589
H 5.985 -6.540 5.544
H 7.777 -3.199 7.406
H 5.739 -2.761 8.686
C -0.476 -3.625 13.419
C -1.548 -3.958 12.612
C -2.654 -4.572 13.248
C -2.613 -4.871 14.642
C -1.485 -4.467 15.460
C -0.439 -3.866 14.777
N -3.819 -5.438 15.297
O -4.157 -4.966 16.393
O -4.449 -6.291 14.700
H 0.281 -2.984 12.992
H -1.605 -3.757 11.552
H -3.608 -4.740 12.772
H -1.408 -4.721 16.507
H 0.434 -3.495 15.294
C 2.074 5.636 10.493
C 2.500 5.649 9.118
C 1.983 4.665 8.271
C 1.109 3.639 8.714
C 0.664 3.607 10.071
C 1.136 4.657 10.899
N 0.642 2.607 7.828
O 0.504 1.421 8.164
O 0.347 2.973 6.699
H 2.524 6.421 11.083
H 3.271 6.365 8.876
H 2.452 4.626 7.299
H -0.018 2.900 10.520
H 0.904 4.623 11.953



18
Properties=species:S:1:pos:R:3 method="wB97M-V/def2-TZVPD" relative_energy_kcal_mol=39.3 smiles="C=CCCCC[O-]" gap_ev=5.7 charge=-1 homo_ev=-2.17
C 1.424 -1.281 -3.029
C 1.209 -1.028 -1.754
C 0.369 0.146 -1.171
C 0.847 0.647 0.173
C -0.167 0.052 1.382
C -1.417 0.880 1.629
O -2.102 0.412 2.663
H 1.084 -0.453 -3.643
H 1.696 -2.279 -3.310
H 1.282 -1.861 -1.052
H 0.222 0.948 -1.904
H -0.642 -0.319 -0.979
H 1.906 0.427 0.523
H 0.823 1.797 0.228
H -0.694 -0.888 0.995
H 0.614 -0.178 2.078
H -2.013 1.122 0.627
H -1.054 1.889 1.752



28
Properties=species:S:1:pos:R:3 method="wB97M-V/def2-TZVPD" relative_energy_kcal_mol=49.7 smiles=C#C[C@](C)(O)[C@](C)(O)c1ccccc1 gap_ev=9.7 charge=0 homo_ev=-9.04
C -4.063 0.144 -0.359
C -2.879 0.040 -0.283
C -1.478 -0.222 -0.566
C -1.148 0.127 -1.944
O -1.313 -1.676 -0.472
C -0.591 0.451 0.549
C -0.881 -0.046 1.996
O -0.857 1.817 0.447
C 0.922 0.183 0.320
C 1.553 -1.074 0.605
C 2.942 -1.201 0.230
C 3.565 -0.122 -0.295
C 2.894 0.978 -0.668
C 1.588 1.174 -0.415
H -5.140 0.104 -0.110
H -0.274 -0.575 -2.204
H -2.033 -0.203 -2.560
H -0.747 1.178 -2.036
H -1.450 -1.977 0.429
H -1.239 -1.138 2.028
H -0.028 -0.020 2.796
H -1.600 0.457 2.462
H -1.008 2.160 1.346
H 1.067 -1.912 0.983
H 3.272 -2.181 0.395
H 4.583 0.077 -0.454
H 3.414 1.619 -1.328
H 0.927 1.837 -0.892



12
Properties=species:S:1:pos:R:3 method="wB97M-V/def2-TZVPD" relative_energy_kcal_mol=77.6 gap_ev="9.0 / 6.4" charge=0 homo_ev="-9.91 / -9.22"
C 0.862 1.044 0.147
C -0.558 -1.042 -0.298
C 0.836 -0.456 -0.007
N 1.754 -1.243 0.097
O 2.023 -2.403 0.221
Br 4.290 0.209 0.092
H 1.688 1.340 0.724
H 0.932 1.480 -0.813
H -0.042 1.369 0.693
H -0.366 -2.020 -0.740
H -1.212 -0.349 -0.887
H -0.961 -0.879 0.747



234
Properties=species:S:1:pos:R:3 method="wB97M-V/def2-TZVPD" relative_energy_kcal_mol=0.0 gap_ev=9.2 charge=0 homo_ev=-8.76
C 1.081 -4.345 -0.918
O 2.082 -4.351 0.100
C 2.537 -5.647 0.349
C 3.549 -5.707 1.393
O 4.593 -4.924 0.955
C 5.664 -4.690 1.836
C 6.758 -5.634 1.359
O 6.435 -6.965 1.682
C 7.433 -7.819 1.159
H 0.326 -5.135 -0.726
H 1.645 -4.565 -1.823
H 0.557 -3.385 -0.841
H 2.872 -6.030 -0.607
H 1.728 -6.343 0.686
H 3.781 -6.771 1.627
H 3.100 -5.210 2.286
H 5.371 -4.877 2.863
H 5.909 -3.633 1.605
H 7.701 -5.399 1.838
H 6.787 -5.461 0.280
H 7.486 -7.640 0.110
H 7.118 -8.800 1.360
H 8.408 -7.634 1.598
C 7.738 4.285 -2.609
O 6.511 4.254 -3.376
C 5.921 2.883 -3.363
C 4.538 3.039 -3.889
O 3.973 1.746 -4.009
C 2.651 1.719 -4.473
C 2.144 0.288 -4.499
O 1.635 -0.140 -3.219
C 1.430 -1.538 -3.347
H 8.164 5.268 -2.697
H 8.478 3.595 -3.067
H 7.581 4.063 -1.568
H 5.918 2.503 -2.323
H 6.541 2.189 -3.874
H 4.618 3.493 -4.907
H 3.913 3.683 -3.237
H 2.689 2.069 -5.540
H 1.939 2.355 -3.884
H 2.964 -0.377 -4.731
H 1.325 0.186 -5.196
H 2.354 -2.050 -3.613
H 0.591 -1.842 -4.022
H 1.125 -1.887 -2.365
C -1.596 0.678 4.695
O -0.646 0.497 5.725
C 0.625 1.056 5.311
C 0.844 2.532 5.789
O 0.017 3.506 5.249
C 0.179 3.782 3.897
C -0.596 5.056 3.624
O 0.264 6.046 3.936
C -0.370 7.338 3.860
H -1.825 1.699 4.389
H -2.534 0.219 4.957
H -1.305 0.034 3.820
H 0.640 0.987 4.219
H 1.415 0.431 5.834
H 1.930 2.664 5.597
H 0.691 2.590 6.869
H -0.078 2.955 3.269
H 1.258 3.999 3.703
H -1.551 4.935 4.197
H -0.885 5.228 2.587
H -1.199 7.283 4.552
H -0.684 7.638 2.853
H 0.376 8.022 4.218
C -7.032 -0.979 -9.335
O -7.614 -1.459 -8.181
C -7.321 -2.868 -8.060
C -7.652 -3.295 -6.641
O -6.613 -2.896 -5.788
C -5.625 -3.837 -5.522
C -4.502 -3.233 -4.650
O -4.911 -3.123 -3.274
C -5.931 -2.119 -3.172
H -7.387 0.071 -9.391
H -7.311 -1.518 -10.234
H -5.945 -0.994 -9.241
H -6.234 -2.988 -8.319
H -7.889 -3.403 -8.811
H -7.706 -4.393 -6.556
H -8.568 -2.759 -6.439
H -5.191 -4.213 -6.452
H -6.039 -4.658 -4.928
H -4.138 -2.264 -4.998
H -3.720 -3.993 -4.625
H -6.910 -2.466 -3.438
H -5.584 -1.295 -3.771
H -5.899 -1.773 -2.109
C 2.846 2.865 8.943
O 3.574 2.750 7.739
C 4.390 1.569 7.696
C 5.196 1.468 6.383
O 4.385 1.091 5.307
C 5.204 1.014 4.195
C 4.398 0.645 2.951
O 4.252 -0.780 2.978
C 3.342 -1.332 2.023
H 2.109 3.628 8.816
H 3.600 3.126 9.696
H 2.359 1.918 9.188
H 3.798 0.635 7.862
H 5.145 1.608 8.513
H 5.944 0.696 6.554
H 5.725 2.419 6.242
H 5.979 0.177 4.294
H 5.777 1.965 3.986
H 5.014 0.838 2.076
H 3.473 1.202 2.873
H 2.411 -1.580 2.563
H 3.731 -2.283 1.601
H 3.167 -0.659 1.176
C -2.744 -1.705 -1.154
O -1.482 -1.196 -0.690
C -1.391 -1.142 0.678
C 0.047 -0.884 1.087
O 0.555 0.452 0.949
C 1.093 0.765 -0.318
C 1.385 2.305 -0.173
O 2.524 2.664 0.651
C 3.746 2.446 0.173
H -3.529 -0.913 -1.103
H -2.951 -2.580 -0.590
H -2.608 -1.995 -2.170
H -1.768 -2.117 1.096
H -2.147 -0.445 1.130
H 0.715 -1.500 0.510
H 0.143 -1.135 2.170
H 0.399 0.538 -1.094
H 2.014 0.298 -0.632
H 0.601 2.845 0.335
H 1.622 2.637 -1.178
H 4.439 2.353 0.996
H 4.113 3.194 -0.563
H 3.758 1.459 -0.284
F -5.752 0.105 -0.157
C -6.126 1.233 -0.715
C -6.759 2.166 0.081
C -7.223 3.294 -0.609
C -6.863 3.538 -1.918
C -6.101 2.595 -2.616
C -5.764 1.401 -2.036
H -7.014 1.996 1.123
H -7.837 4.038 -0.139
H -7.165 4.498 -2.361
H -5.923 2.740 -3.689
H -5.175 0.618 -2.484
F -4.952 -6.912 -0.935
C -5.117 -6.017 0.084
C -4.967 -6.397 1.379
C -4.991 -5.419 2.350
C -5.257 -4.083 2.056
C -5.447 -3.743 0.722
C -5.374 -4.699 -0.280
H -4.883 -7.466 1.632
H -4.687 -5.684 3.383
H -5.331 -3.379 2.891
H -5.499 -2.699 0.361
H -5.487 -4.398 -1.357
F -3.940 5.872 -0.944
C -3.612 4.750 -0.284
C -3.697 4.929 1.111
C -3.316 3.841 1.867
C -2.833 2.647 1.299
C -2.758 2.547 -0.108
C -3.195 3.620 -0.888
H -4.074 5.846 1.553
H -3.362 3.938 2.922
H -2.590 1.818 1.936
H -2.324 1.622 -0.505
H -3.045 3.636 -1.977
F -1.255 -8.387 -4.361
C -1.306 -7.180 -3.856
C -2.089 -6.834 -2.670
C -2.040 -5.540 -2.183
C -1.300 -4.555 -2.872
C -0.689 -4.863 -4.076
C -0.679 -6.164 -4.543
H -2.778 -7.531 -2.247
H -2.674 -5.333 -1.326
H -1.307 -3.500 -2.521
H -0.111 -4.134 -4.645
H -0.284 -6.325 -5.481
F -1.305 3.923 -4.464
C -1.833 2.668 -4.505
C -2.651 2.335 -5.533
C -3.055 0.996 -5.578
C -2.639 0.068 -4.654
C -1.879 0.493 -3.565
C -1.506 1.833 -3.464
H -3.091 3.151 -6.178
H -3.650 0.596 -6.385
H -2.909 -0.972 -4.761
H -1.570 -0.161 -2.766
H -0.748 2.191 -2.739
F 1.088 5.841 1.077
C 1.237 5.729 -0.269
C 2.488 5.969 -0.817
C 2.573 5.790 -2.166
C 1.423 5.628 -2.955
C 0.157 5.565 -2.319
C 0.085 5.501 -0.940
H 3.326 6.123 -0.167
H 3.553 5.884 -2.649
H 1.484 5.587 -4.039
H -0.706 5.406 -2.978
H -0.845 5.503 -0.395
F -2.903 -2.321 4.315
C -1.764 -3.044 4.187
C -1.790 -4.026 3.216
C -0.658 -4.856 3.149
C 0.503 -4.620 3.882
C 0.444 -3.581 4.816
C -0.666 -2.735 4.955
H -2.711 -4.333 2.681
H -0.675 -5.594 2.340
H 1.374 -5.237 3.751
H 1.352 -3.279 5.336
H -0.698 -1.856 5.541
F 7.400 4.043 5.127
C 6.293 4.565 4.488
C 5.147 4.852 5.209
C 4.012 5.293 4.503
C 4.057 5.604 3.167
C 5.291 5.370 2.496
C 6.386 4.840 3.142
H 5.194 4.647 6.210
H 3.082 5.421 5.021
H 3.223 6.028 2.621
H 5.442 5.597 1.441
H 7.328 4.666 2.584



Let's list max |F| in order: 0.161, 0.089, 0.094, 0.095, 0.071 Eh/bohr.